DFT (ωB97M-V with the def2-TZVPD basis set) results for one molecule with the formula C6H7N3O.

Summary:
* Kohn-Sham gap (spin up / spin down): 8.357 / 8.062 eV
* 2S+1: 1
* structure (SMILES): N/N=[N+](\[O-])c1ccccc1
* E_HOMO (spin up / spin down): -8.114 / -8.431 eV

Atoms and positions in Å:
N: 3.512 0.383 -0.108
N: 2.287 0.814 -0.066
N: 1.353 -0.468 0.067
O: 1.872 -1.664 0.025
C: -0.014 -0.184 -0.064
C: -0.433 1.165 -0.020
C: -1.800 1.269 0.058
C: -2.660 0.179 -0.082
C: -2.126 -1.112 -0.028
C: -0.764 -1.263 -0.012
H: 3.643 -0.552 0.168
H: 4.036 1.102 0.453
H: 0.335 1.946 0.144
H: -2.297 2.279 -0.260
H: -3.800 0.267 -0.222
H: -2.941 -1.952 -0.024
H: -0.202 -2.210 -0.031

Löwdin population analysis, charges in e, atoms 1 to 8: 0.003, 0.044, -0.155, -0.073, -0.261, -0.019, -0.115, -0.113

DFT (ωB97M-V with the def2-TZVPD basis set) results for C6H7N3O as an isolated structure.

Summary:
* Kohn-Sham gap: 9.212 eV
* 2S+1: 1
* E_HOMO: -8.650 eV

Atoms and positions in Å:
C: 2.608 -0.907 0.069
C: 2.936 0.376 -0.048
C: 1.907 1.317 -0.201
C: 0.278 -0.339 -0.012
C: 1.298 -1.328 0.111
C: -2.172 0.129 0.005
H: 3.475 -1.554 0.153
H: 4.089 0.760 0.111
H: 2.207 2.208 -0.133
H: 1.206 -2.541 0.259
H: -0.882 -1.679 -0.024
H: -3.587 -1.523 0.010
H: -4.446 0.110 -0.042
N: 0.631 0.952 -0.098
N: -1.056 -0.749 -0.005
N: -3.350 -0.535 -0.259
O: -2.096 1.381 0.332

Löwdin population analysis, charges in e, atoms 1 to 8: -0.159, -0.103, -0.102, -0.295, -0.023, -0.523, 0.107, 0.161

DFT (ωB97M-V with the def2-TZVPD basis set) results for one molecule with the formula C6H7N3O.

Summary:
* Kohn-Sham gap: 10.036 eV
* 2S+1: 1
* structure (SMILES): CC(=O)Nc1ncccn1
* E_HOMO: -9.399 eV

Atoms and positions in Å:
C: -2.275 -0.979 0.878
C: -1.919 0.476 0.918
O: -2.803 1.317 1.119
N: -0.617 0.959 0.629
C: 0.413 0.285 -0.049
N: 1.647 0.718 0.263
C: 2.573 0.223 -0.432
C: 2.439 -0.814 -1.336
C: 1.149 -1.242 -1.464
N: 0.127 -0.735 -0.839
H: -1.449 -1.520 1.397
H: -2.637 -1.514 -0.164
H: -3.125 -0.994 1.280
H: -0.415 1.630 1.378
H: 3.556 0.570 -0.175
H: 3.172 -0.959 -1.928
H: 0.949 -2.034 -2.192

Löwdin population analysis, charges in e, atoms 1 to 8: -0.013, -0.458, 0.054, 0.144, -0.348, 0.136, -0.164, -0.025

Table of relative energy (zero: lowest compared OMol25 entry of this formula, charge and spin) (eV), in record order: 5.160 2.596 1.231